98
Properties=species:S:1:pos:R:3:mulliken_charge:R:1 method="wB97M-V/def2-TZVPD" lumo_energy_ev=-0.187 max_force_ev_per_a=2.92
C 6.102 1.348 3.291 -0.654
O 4.668 1.239 3.376 -0.294
C 4.408 0.060 4.178 -0.529
C 3.084 -0.699 3.717 -0.833
C 2.578 -0.182 2.324 -0.756
C 3.545 -0.558 1.108 1.236
C 4.051 -2.040 1.195 -0.485
C 4.862 -2.545 -0.061 -1.089
C 4.180 -2.258 -1.458 0.385
C 5.147 -1.527 -2.489 -1.044
C 4.660 -0.102 -2.931 -0.653
C 3.168 -0.095 -3.526 -0.672
C 2.272 0.690 -2.488 0.651
C 0.863 1.147 -3.094 -1.393
C -0.162 0.983 -1.908 -0.258
C -0.827 -0.331 -1.714 1.213
C -0.523 -1.524 -2.694 -0.576
C -1.451 -2.777 -2.477 -0.758
C -2.814 -2.675 -3.291 -0.952
C -4.028 -2.125 -2.452 0.315
N -4.332 -0.697 -2.732 -0.737
C -1.743 -0.470 -0.569 0.770
C -2.007 0.628 0.385 0.191
C -2.935 0.505 1.628 -0.730
C -3.276 -1.009 1.921 -0.643
O -4.440 -1.331 1.126 -0.306
Si -5.487 -2.398 1.969 0.558
C -4.474 -3.784 2.829 -1.020
C -6.532 -1.488 3.285 -1.069
C -6.616 -3.164 0.618 -1.014
C -1.341 1.876 0.112 -0.227
C -0.412 2.085 -1.012 -0.174
C 0.146 3.529 -0.954 -0.066
O 1.150 4.007 -1.402 -0.613
N -0.859 4.182 -0.144 0.434
C -0.492 5.479 0.465 -1.012
C -0.372 6.651 -0.593 -0.362
C -1.801 7.130 -1.111 -1.031
I 0.408 8.357 0.560 0.022
C -1.352 3.245 0.842 -0.006
O -1.660 3.449 1.984 -0.610
H 6.459 0.525 2.601 0.263
H 6.519 1.151 4.322 0.318
H 6.425 2.360 2.950 0.204
H 5.261 -0.666 4.145 0.382
H 4.228 0.454 5.221 0.289
H 3.170 -1.810 3.769 0.310
H 2.298 -0.404 4.472 0.405
H 1.562 -0.628 2.106 0.248
H 2.414 0.929 2.307 0.377
H 4.384 0.196 1.106 0.116
H 2.947 -0.344 0.184 -0.785
H 3.217 -2.744 1.486 0.305
H 4.768 -2.077 2.068 0.163
H 5.910 -2.154 0.031 0.399
H 4.953 -3.665 0.054 0.249
H 3.961 -3.267 -1.914 0.456
H 3.190 -1.760 -1.328 -0.414
H 6.120 -1.371 -1.937 0.385
H 5.385 -2.219 -3.334 0.338
H 5.302 0.321 -3.756 0.315
H 4.699 0.599 -2.059 0.343
H 2.811 -1.155 -3.659 0.229
H 3.136 0.381 -4.541 0.499
H 2.787 1.579 -2.039 0.613
H 2.000 -0.060 -1.692 -0.987
H 0.881 2.200 -3.463 0.614
H 0.524 0.493 -3.934 0.401
H -0.619 -1.197 -3.759 0.378
H 0.562 -1.799 -2.545 -0.085
H -1.615 -3.044 -1.399 0.382
H -0.915 -3.669 -2.917 0.442
H -3.088 -3.722 -3.605 0.374
H -2.715 -2.082 -4.233 0.375
H -4.941 -2.696 -2.785 0.426
H -3.940 -2.323 -1.344 -0.253
H -3.525 -0.106 -2.521 0.175
H -5.103 -0.395 -2.134 0.315
H -2.271 -1.432 -0.396 -0.542
H -2.325 0.861 2.510 0.377
H -3.840 1.154 1.569 0.323
H -3.441 -1.174 3.028 0.565
H -2.426 -1.697 1.646 0.315
H -3.696 -4.166 2.121 0.293
H -5.133 -4.594 3.230 0.380
H -3.943 -3.338 3.722 0.276
H -6.957 -2.198 4.044 0.337
H -7.411 -0.966 2.817 0.290
H -5.945 -0.724 3.861 0.318
H -7.433 -3.785 1.054 0.357
H -7.004 -2.296 0.016 0.276
H -5.938 -3.736 -0.073 0.225
H -1.353 5.777 1.130 0.471
H 0.401 5.428 1.143 0.455
H 0.329 6.417 -1.426 0.547
H -2.537 6.291 -1.164 0.276
H -2.201 7.945 -0.448 0.357
H -1.643 7.593 -2.119 0.329